# 1
14
Properties=species:S:1:pos:R:3:forces:R:3 method="wB97M-V/def2-TZVPD" homo_ev=-11.8758 de_lowest_kcal_mol=248.44 total_energy_ha=-228.59090 charge=+1
C 0.182 -0.447 -7.328 -1.3 0.2 0.1
C 1.026 0.658 -7.489 1.3 -0.2 0.0
N 0.683 1.904 -7.538 -0.4 0.0 0.2
C -3.785 4.015 -6.718 1.9 -0.8 1.0
N -3.106 2.942 -7.075 1.9 1.6 0.3
H -2.243 4.190 -6.669 -3.0 -2.0 -0.6
H 0.510 -1.479 -7.301 0.4 0.0 0.0
H -0.896 -0.313 -7.238 0.0 0.2 0.0
H 7.185 -11.278 43.043 0.1 0.1 0.3
H 2.090 0.458 -7.577 0.0 0.0 -0.1
H -0.316 2.082 -7.403 -0.3 -0.2 -0.1
H -4.167 4.708 -7.453 -0.4 0.6 -0.2
H 6.935 -11.525 42.399 -0.1 -0.1 -0.3
H -4.100 4.085 -5.653 -0.2 0.5 -0.4

---

# 2
14
Properties=species:S:1:pos:R:3:forces:R:3 method="wB97M-V/def2-TZVPD" homo_ev=-13.3060 de_lowest_kcal_mol=129.84 total_energy_ha=-228.77989 charge=+1
C 1.078 -0.183 -1.362 0.2 -1.4 -0.3
C 1.104 0.001 0.118 0.6 0.0 -0.1
C -0.116 0.193 0.732 1.7 2.2 1.3
N -3.229 0.090 0.080 0.7 0.2 -0.2
N 2.300 0.197 0.675 -0.5 -0.2 0.1
H 1.650 -1.084 -1.618 -0.2 0.1 -0.2
H 1.587 0.677 -1.809 -0.2 0.1 0.1
H 0.057 -0.251 -1.725 0.1 0.0 -0.2
H -0.253 -0.081 1.783 -1.0 -1.2 -0.5
H -3.879 -0.670 0.207 -0.3 0.1 0.2
H -3.527 0.948 0.532 -0.3 -0.2 -0.1
H -2.362 -0.159 0.541 -0.2 -0.1 0.1
H 2.466 0.516 1.617 -0.4 -0.2 0.2
H 3.123 -0.195 0.230 -0.1 0.6 -0.5

---

# 3
14
Properties=species:S:1:pos:R:3:forces:R:3 method="wB97M-V/def2-TZVPD" homo_ev=-15.4816 de_lowest_kcal_mol=8.25 total_energy_ha=-228.97366 charge=+1
C 1.645 1.432 -0.231 -0.6 -0.7 -1.0
C 0.631 0.420 -0.768 0.5 -0.1 0.1
N -0.161 -0.188 0.327 0.0 0.0 -0.6
C -0.999 -1.157 0.116 -0.8 1.5 0.7
N -1.898 -1.509 1.038 0.0 -0.8 -0.8
H 1.150 2.364 0.018 0.0 0.0 0.6
H 2.218 0.951 0.556 0.2 0.5 0.2
H 2.267 1.679 -1.089 0.4 -0.1 0.2
H -0.024 0.887 -1.483 -0.5 0.3 -0.1
H 1.118 -0.398 -1.298 0.2 0.0 0.1
H -0.070 0.221 1.248 -0.1 0.0 0.1
H -1.094 -1.506 -0.907 0.4 -0.7 0.1
H -2.380 -0.830 1.607 0.4 0.0 0.4
H -2.404 -2.365 0.865 -0.2 0.1 0.0

---

# 4
14
Properties=species:S:1:pos:R:3:forces:R:3 method="wB97M-V/def2-TZVPD" s2=2.0113 homo_ev="-14.5945 / -15.1226" de_lowest_kcal_mol=47.44 total_energy_ha=-228.72253 charge=+1 spin_multiplicity=3
C 0.648 -0.881 0.015 0.1 -2.0 -4.2
C -1.442 1.544 -1.549 0.9 1.6 -4.4
C 1.624 -0.549 2.320 0.7 2.2 0.0
N 0.934 -0.455 1.105 0.5 1.6 3.5
N 0.002 -0.541 -1.044 -1.3 2.8 0.0
H 1.274 -1.606 -0.460 1.5 -2.2 0.8
H -2.097 1.702 -0.777 -1.7 0.2 1.8
H -0.847 2.461 -1.804 -0.2 -0.8 0.8
H -1.910 1.318 -2.576 0.4 -0.3 1.8
H 0.944 -1.022 3.046 0.9 0.2 0.1
H 2.652 -1.000 2.133 -1.2 0.1 0.3
H 1.889 0.579 2.545 -0.5 -2.1 0.2
H -0.411 -1.103 -1.733 -0.3 -1.2 -0.8
H -0.705 0.725 -1.271 0.2 -0.2 0.2

---

# 5
14
Properties=species:S:1:pos:R:3:forces:R:3 method="wB97M-V/def2-TZVPD" s2=0.7755 homo_ev="-21.7414 / -21.6748" de_lowest_kcal_mol=61.46 total_energy_ha=-228.39573 charge=+2 spin_multiplicity=2
C 0.703 -0.844 1.668 -1.1 0.3 0.1
C 1.019 0.433 0.665 -1.9 1.2 1.2
N -0.119 0.790 -0.302 2.7 -3.2 1.3
C -0.629 -0.167 -1.141 -0.6 -1.4 -1.1
N -1.545 0.228 -2.020 1.7 -0.4 1.8
H 1.248 -1.760 1.477 0.1 0.0 -0.8
H 1.011 -0.636 2.715 0.0 0.9 -0.7
H -0.398 -1.069 1.732 1.0 0.4 -0.3
H 1.173 1.416 1.184 -0.1 -1.0 -0.1
H 1.975 0.264 0.143 -0.1 -0.4 -0.5
H -0.384 1.759 -0.325 -0.5 0.8 -0.2
H -0.238 -1.299 -1.075 -0.8 2.7 -0.2
H -1.897 1.160 -1.904 -0.4 0.9 -0.3
H -1.919 -0.274 -2.818 0.0 -0.8 -0.1

---

# 6
14
Properties=species:S:1:pos:R:3:forces:R:3 method="wB97M-V/def2-TZVPD" s2=0.7580 homo_ev="-22.1303 / -22.4657" de_lowest_kcal_mol=58.39 total_energy_ha=-228.40062 charge=+2 spin_multiplicity=2
C 1.178 -1.410 -0.806 0.6 0.1 0.4
C -0.952 -0.495 -1.593 -0.5 0.4 0.9
N -0.004 -0.553 -0.787 0.3 -2.0 -2.5
H 1.659 -1.491 0.174 0.0 0.2 0.0
H 1.881 -0.996 -1.535 0.0 0.2 0.2
H 0.877 -2.429 -1.074 -0.4 0.1 0.1
H -1.841 0.105 -1.371 0.0 0.1 -0.2
H -0.940 -1.124 -2.497 0.1 0.1 -0.1
C -0.237 2.021 1.654 -0.2 -0.3 -0.5
N -0.366 0.755 1.518 0.0 0.9 0.3
H -0.111 2.612 0.751 0.2 0.2 0.2
H -0.289 2.472 2.640 0.0 0.0 0.0
H -0.572 0.216 2.360 0.1 -0.5 -0.3
H -0.283 0.318 0.565 -0.2 0.4 1.6

---

# 7
14
Properties=species:S:1:pos:R:3:forces:R:3 method="wB97M-V/def2-TZVPD" s2=1.0652 homo_ev="-22.1113 / -22.0482" de_lowest_kcal_mol=224.36 total_energy_ha=-228.13613 charge=+2 spin_multiplicity=2
C 0.615 0.358 -1.457 0.0 0.6 0.7
C 0.609 0.198 0.080 3.1 4.4 -0.4
C -0.954 0.263 0.819 -0.7 -0.6 1.1
N -1.936 -0.055 0.023 -0.4 0.0 0.0
N 1.522 -0.786 0.481 -6.3 -2.6 -0.7
H 0.907 1.375 -1.717 0.2 0.3 0.3
H -0.350 0.250 -1.910 -0.4 -0.5 -0.4
H 1.397 -0.270 -1.868 -0.1 -0.4 -0.2
H -1.098 1.322 1.181 0.2 0.2 -0.3
H -2.785 -0.468 0.481 -0.1 0.1 -0.5
H 0.975 1.170 0.598 -0.6 -0.3 -0.3
H 1.485 -1.134 1.465 1.0 0.9 -0.2
H 0.557 -1.258 -0.057 3.9 -1.9 0.5
H -1.025 -0.321 1.754 0.4 0.0 0.4

---

# 8
15
Properties=species:S:1:pos:R:3:forces:R:3 method="wB97M-V/def2-TZVPD" homo_ev="-1.8364 / -2.5833" de_lowest_kcal_mol=108.62 total_energy_ha=-304.29286 charge=-1
C 1.865 0.478 -1.117 -1.3 1.8 1.5
C -1.766 -0.504 1.365 -0.7 -3.5 0.6
C 0.297 0.336 -1.043 1.1 1.5 -3.9
N -0.411 -0.374 1.553 2.1 -0.6 0.0
N 0.021 -1.037 -0.817 -0.8 -2.5 0.7
O -1.140 -1.449 -1.127 1.0 1.0 -0.1
H 2.187 -0.241 -1.812 0.9 -0.4 -1.4
H 2.246 1.570 -1.209 -0.7 -1.9 -0.4
H 2.250 0.127 -0.168 0.0 0.0 0.4
H -2.170 0.422 1.066 -1.2 1.4 0.5
H -2.003 -1.135 0.417 0.1 0.1 0.5
H -2.293 -1.156 2.209 0.3 1.7 -1.3
H -0.037 0.869 -0.203 -0.8 1.2 0.6
H -0.147 0.665 -2.136 0.6 -0.5 2.6
H 0.023 -1.252 1.903 -0.6 0.7 -0.3

---

# 9
15
Properties=species:S:1:pos:R:3:forces:R:3 method="wB97M-V/def2-TZVPD" homo_ev=-13.3257 de_lowest_kcal_mol=74.12 total_energy_ha=-304.13224 charge=+1
C 0.517 -1.609 0.078 1.4 1.3 -1.3
C -0.140 1.859 -0.116 1.5 -0.6 -1.1
C -0.357 -2.325 -0.951 1.2 1.1 1.3
N -0.260 3.171 0.146 -0.5 1.0 0.4
N 0.632 0.955 0.433 -0.5 1.5 0.9
O 0.398 -1.741 1.321 -1.1 -1.0 0.7
H -0.523 1.521 -1.068 -0.8 0.2 -0.1
H -0.240 -3.423 -0.898 0.7 0.4 -0.4
H -0.150 -1.815 -1.919 -0.6 -0.9 0.6
H -1.352 -2.231 -0.531 -0.7 0.5 -0.5
H -0.802 3.984 -0.231 0.4 -2.1 -0.2
H 0.222 3.452 0.960 0.6 0.4 1.0
H -0.370 -2.310 1.545 0.3 0.0 0.4
H 1.266 -0.721 -0.070 -1.2 -1.9 -0.6
H 1.159 1.232 1.301 -0.8 0.1 -1.0

---

# 10
15
Properties=species:S:1:pos:R:3:forces:R:3 method="wB97M-V/def2-TZVPD" homo_ev=-14.9934 de_lowest_kcal_mol=8.84 total_energy_ha=-304.23627 charge=+1
C -1.204 -0.888 -0.134 0.4 -0.8 0.0
C 0.213 -0.396 0.219 -1.8 -0.1 -0.5
N 0.281 -0.007 1.650 1.7 0.2 0.7
C 0.516 0.902 -0.554 1.5 -0.7 0.3
N 0.559 0.839 -1.885 -0.2 0.3 0.2
O 0.796 1.886 0.108 -0.5 0.4 0.0
H -1.145 -1.483 -1.050 -0.1 0.4 -0.1
H -1.930 -0.092 -0.253 0.0 0.1 0.1
H -1.541 -1.632 0.592 -0.1 0.2 0.2
H 0.885 -1.228 0.040 0.4 0.2 0.0
H 1.157 -0.346 2.066 -0.5 -0.6 0.2
H -0.515 -0.255 2.234 -0.1 -0.1 -0.1
H 0.503 1.009 1.686 -0.7 0.5 -0.5
H 0.772 1.718 -2.336 0.1 -0.2 -0.3
H 0.653 -0.029 -2.385 -0.2 0.1 -0.1

---

# 11
15
Properties=species:S:1:pos:R:3:forces:R:3 method="wB97M-V/def2-TZVPD" homo_ev=-13.7933 de_lowest_kcal_mol=80.82 total_energy_ha=-304.12156 charge=+1
C 1.049 -0.128 0.415 -0.8 0.9 0.2
C -1.480 0.722 -0.892 -3.2 -1.1 0.2
C -1.288 0.084 0.402 2.4 -1.4 2.5
N 1.282 -0.663 -0.735 0.1 -1.4 -3.7
N 2.057 0.289 1.156 -1.4 0.9 1.5
O -1.572 -1.220 0.598 -0.7 1.9 -1.6
H -2.446 0.382 -1.390 0.8 0.6 1.0
H -0.815 0.264 -1.514 2.0 -0.8 -2.1
H -1.378 1.778 -0.904 0.1 0.8 0.2
H -0.976 0.693 1.256 -1.2 -0.3 0.0
H 0.485 -0.936 -1.317 0.2 0.0 0.7
H 2.093 -0.754 -1.394 -0.1 0.4 1.8
H 1.738 0.795 2.057 1.8 -1.2 -2.1
H 3.002 0.185 0.761 -0.3 0.5 1.1
H -1.751 -1.491 1.502 0.3 0.3 0.4

---

# 12
16
Properties=species:S:1:pos:R:3:forces:R:3 method="wB97M-V/def2-TZVPD" homo_ev=-14.2002 de_lowest_kcal_mol=179.63 total_energy_ha=-379.21856 charge=+1
C 0.477 -1.955 -1.455 -1.1 0.8 -0.7
C 0.018 1.757 1.802 -2.6 -1.6 0.6
C -0.818 -1.573 -1.495 2.1 1.0 -0.7
N 0.050 1.281 0.477 0.1 -0.4 -2.2
N 0.390 0.149 0.103 -0.4 1.4 -0.2
O -0.384 2.211 -0.424 0.2 0.1 1.0
O 0.658 -0.707 1.076 -0.3 -0.8 -0.9
H 1.341 -1.480 -1.969 -1.0 -0.5 0.2
H -0.281 1.946 -1.340 0.3 -0.8 -0.6
H 0.698 -2.715 -0.738 0.5 -1.1 0.0
H -0.710 1.028 2.226 0.6 0.6 0.7
H -0.370 2.741 1.868 0.0 0.8 -0.1
H 0.983 1.587 2.117 2.0 0.0 1.6
H -1.480 -1.973 -0.787 -1.1 -0.9 0.5
H -1.190 -0.675 -2.018 0.3 -0.8 -0.2
H 0.618 -1.623 0.559 0.3 2.1 0.9

---

# 13
16
Properties=species:S:1:pos:R:3:forces:R:3 method="wB97M-V/def2-TZVPD" homo_ev=-15.3254 de_lowest_kcal_mol=64.30 total_energy_ha=-379.40234 charge=+1
O -1.517 0.861 1.308 -2.1 1.0 1.2
C -0.756 0.012 0.758 6.0 -2.8 -0.4
O 0.213 -0.988 1.649 -3.9 1.2 -1.8
N -1.090 -0.596 -0.425 3.2 -1.5 1.3
C 0.124 -0.814 -1.262 0.5 0.4 1.0
C 1.023 0.490 -0.990 -0.2 -2.2 1.0
N 0.688 0.952 0.367 0.4 -1.7 1.4
H -1.804 0.619 2.189 -0.2 -0.1 0.7
H -0.264 -1.868 1.648 0.7 1.2 0.1
H -1.735 -0.118 -0.919 -3.1 1.9 -1.7
H -0.106 -0.964 -2.334 -0.1 0.2 0.8
H 0.614 -1.714 -0.848 0.0 0.5 -0.5
H 2.080 0.252 -1.070 -0.1 0.3 -0.3
H 0.694 1.327 -1.512 -0.1 0.9 -2.1
H 0.480 1.960 0.292 0.4 -0.7 1.0
H 1.356 0.589 1.148 -1.4 1.5 -1.7

---

# 14
16
Properties=species:S:1:pos:R:3:forces:R:3 method="wB97M-V/def2-TZVPD" homo_ev=-14.4497 de_lowest_kcal_mol=124.09 total_energy_ha=-379.30707 charge=+1
C 0.049 1.779 0.810 -0.6 1.4 -1.4
C -3.693 -0.999 -0.470 1.2 1.4 0.9
C 3.014 -0.989 -0.363 1.0 0.6 -1.3
N -0.082 0.533 0.083 0.3 0.3 0.8
N 0.746 -0.364 -0.153 0.8 -0.4 -0.4
O -2.663 -0.400 -0.173 -1.1 -0.9 -0.5
O 1.998 -0.097 0.207 -0.8 1.0 -0.1
H 1.039 2.096 0.628 1.4 0.3 1.2
H -0.396 1.617 1.790 0.7 0.3 0.2
H -0.505 2.623 0.286 0.0 -1.5 0.4
H -4.229 -1.572 0.280 0.0 -0.4 0.2
H -1.066 0.329 -0.028 -0.6 -1.4 -1.0
H -4.162 -0.878 -1.436 0.0 -0.1 -0.6
H 2.907 -1.103 -1.465 -0.1 0.4 0.9
H 2.992 -1.918 0.098 -0.8 -1.8 0.8
H 4.052 -0.658 -0.093 -1.4 0.7 -0.3

---

# 15
17
Properties=species:S:1:pos:R:3:forces:R:3 method="wB97M-V/def2-TZVPD" homo_ev=-2.7723 de_lowest_kcal_mol=25.24 total_energy_ha=-777.95057 charge=-1
N -0.964 -1.584 -0.666 -0.8 0.8 0.2
C -0.114 -1.091 0.416 -0.7 -0.1 -0.4
C 1.330 -0.770 -0.069 -0.4 -1.1 -0.2
S 2.043 -2.122 -1.075 0.0 0.1 0.1
C -0.691 0.192 0.996 0.3 0.0 0.8
N -1.451 0.953 0.137 -0.3 0.0 -0.3
O -0.390 0.554 2.125 0.0 0.3 -0.3
H -1.290 -2.526 -0.544 0.4 -0.2 0.1
H -0.460 -1.514 -1.533 0.3 -0.4 -0.3
H -0.121 -1.820 1.223 0.4 0.0 0.1
H 1.265 0.102 -0.718 0.1 0.4 0.2
H 1.936 -0.610 0.816 0.1 0.4 0.0
H -2.120 0.413 -0.387 0.4 -0.1 -0.5
H -1.740 1.890 0.368 0.0 -0.2 0.6
H 1.648 2.847 -0.252 0.3 0.3 -0.1
H 0.358 2.139 -0.232 -0.2 0.3 -0.5
O 0.761 2.945 -0.604 -0.1 -0.5 0.5

---

# 16
17
Properties=species:S:1:pos:R:3:forces:R:3 method="wB97M-V/def2-TZVPD" homo_ev=-3.7198 de_lowest_kcal_mol=195.88 total_energy_ha=-454.72246 charge=-1
O -1.198 -0.849 1.402 2.9 1.0 -1.2
C -0.095 -0.728 0.643 -4.9 -1.8 -0.2
N -0.049 -1.798 -0.344 -1.9 -1.4 -0.5
C -0.040 0.554 -0.220 -0.1 3.3 -2.0
O -0.561 0.482 -1.502 0.7 -1.8 1.3
C 1.237 -0.754 1.501 6.4 0.7 2.6
N 2.582 -0.239 0.997 -5.3 0.7 1.8
H -0.168 -1.427 -1.299 0.7 0.2 0.6
H 1.017 0.762 -0.292 2.0 -0.8 -0.1
H -0.308 1.498 0.226 -1.1 0.1 0.7
H 1.295 -1.859 1.698 0.0 1.0 -0.3
H 1.314 -0.193 2.488 -1.7 -0.5 -1.2
H -1.024 -2.223 -0.239 1.9 0.3 0.2
H 2.991 -0.981 0.534 1.0 -2.1 -1.9
H -1.897 3.666 -2.008 0.2 -0.6 0.0
H -1.012 1.309 -1.793 -0.8 1.7 0.3
O -1.560 2.777 -1.829 0.0 0.1 0.1